{
  "formula": "C45H104N6O3",
  "method": "ωB97M-V/def2-TZVPD",
  "multiplicity": 1,
  "total_charge": 4,
  "e_homo_ev": -16.5,
  "total_energy_ha": -2328.6731,
  "symbols": ["C", "C", "C", "C", "C", "C", "N", "O", "C", "C", "C", "H", "H", "H", "H", "H", "H", "H", "H", "H", "H", "H", "H", "H", "H", "H", "H", "H", "H", "C", "C", "C", "N", "C", "C", "C", "C", "C", "H", "H", "H", "H", "H", "H", "H", "H", "H", "H", "H", "H", "H", "H", "H", "H", "H", "H", "C", "N", "C", "C", "C", "C", "O", "H", "H", "H", "H", "H", "H", "H", "H", "H", "H", "H", "H", "H", "H", "C", "N", "C", "C", "C", "C", "O", "H", "H", "H", "H", "H", "H", "H", "H", "H", "H", "H", "H", "H", "H", "C", "C", "C", "C", "N", "C", "C", "C", "C", "C", "H", "H", "H", "H", "H", "H", "H", "H", "H", "H", "H", "H", "H", "H", "H", "H", "H", "H", "H", "H", "C", "C", "C", "C", "N", "C", "C", "C", "C", "C", "H", "H", "H", "H", "H", "H", "H", "H", "H", "H", "H", "H", "H", "H", "H", "H", "H", "H", "H", "H"],
  "positions_angstrom": [[-1.908, -1.037, 0.139], [-0.596, -0.592, -0.488], [-0.704, -1.254, -1.919], [0.182, -0.671, -2.981], [-0.135, 0.803, -3.108], [0.055, 1.577, -1.752], [-0.535, 0.893, -0.575], [-0.592, 1.631, 0.730], [-0.551, 3.021, -1.946], [1.629, 1.739, -1.537], [0.645, -1.269, 0.159], [-2.185, -0.618, 1.107], [-2.033, -2.118, 0.076], [-2.760, -0.675, -0.436], [-1.741, -1.164, -2.243], [-0.493, -2.316, -1.794], [-0.022, -1.144, -3.942], [1.248, -0.841, -2.829], [-1.170, 0.992, -3.393], [0.452, 1.223, -3.924], [-0.364, 3.396, -2.952], [-0.131, 3.727, -1.229], [-1.631, 2.901, -1.864], [1.969, 2.297, -0.664], [2.042, 2.365, -2.328], [2.048, 0.747, -1.701], [0.842, -2.330, 0.009], [0.585, -1.099, 1.234], [1.513, -0.703, -0.177], [-2.672, 1.221, -5.143], [-3.673, 1.235, -4.058], [-3.046, 1.557, -2.691], [-4.023, 1.460, -1.469], [-5.348, 2.308, -1.690], [-3.391, 2.060, -0.157], [-4.029, 1.229, 0.943], [-4.656, -0.025, 0.395], [-4.313, -0.028, -1.140], [-3.032, 1.092, -6.163], [-1.999, 0.387, -4.944], [-2.008, 2.078, -5.032], [-3.963, 0.184, -4.032], [-4.566, 1.796, -4.333], [-2.750, 2.600, -2.800], [-2.224, 0.868, -2.497], [-5.988, 1.830, -2.433], [-4.992, 3.295, -1.983], [-5.922, 2.348, -0.764], [-3.649, 3.119, -0.154], [-2.362, 1.736, -0.309], [-4.826, 1.793, 1.427], [-3.237, 0.989, 1.652], [-5.719, -0.133, 0.610], [-4.227, -0.933, 0.819], [-5.168, -0.444, -1.673], [-3.411, -0.554, -1.452], [0.123, -0.941, 4.177], [-1.302, -0.700, 3.612], [-2.087, -0.150, 4.857], [-1.252, 0.455, 2.611], [-1.775, -2.024, 2.877], [-2.425, -3.057, 3.814], [-1.449, -3.588, 4.759], [0.104, -1.751, 4.906], [0.428, -0.017, 4.669], [0.748, -1.092, 3.296], [-3.035, 0.281, 4.535], [-1.533, 0.677, 5.301], [-2.325, -0.921, 5.590], [-0.368, 0.471, 1.974], [-1.389, 1.401, 3.136], [-2.067, 0.431, 1.888], [-0.877, -2.448, 2.428], [-2.467, -1.773, 2.073], [-2.676, -3.864, 3.127], [-3.380, -2.781, 4.260], [-1.512, -4.545, 4.711], [-1.454, 3.923, -0.013], [-0.937, 4.040, 1.413], [0.615, 3.834, 1.405], [-1.183, 5.515, 1.755], [-1.574, 3.139, 2.493], [-3.119, 3.172, 2.653], [-3.790, 2.949, 1.413], [-1.352, 2.853, -0.191], [-0.823, 4.426, -0.747], [-2.490, 4.241, -0.126], [0.963, 4.546, 0.657], [0.866, 2.826, 1.076], [1.055, 4.042, 2.381], [-0.982, 6.171, 0.908], [-0.529, 5.699, 2.608], [-2.229, 5.572, 2.056], [-1.096, 3.535, 3.389], [-1.187, 2.126, 2.381], [-3.441, 4.006, 3.277], [-3.395, 2.336, 3.296], [-4.722, 3.134, 1.546], [4.027, -3.115, 0.569], [3.884, -1.897, -0.381], [3.186, -0.647, 0.257], [3.967, -0.081, 1.467], [3.121, 0.808, 2.456], [3.991, 1.435, 3.544], [3.314, 1.087, 4.832], [2.656, -0.236, 4.616], [2.111, -0.081, 3.157], [2.366, 1.925, 1.665], [4.888, -3.036, 1.232], [4.098, -4.021, -0.033], [3.137, -3.167, 1.196], [3.468, -2.138, -1.359], [4.903, -1.612, -0.645], [2.160, -0.880, 0.542], [3.148, 0.168, -0.465], [4.743, 0.608, 1.134], [4.511, -0.765, 2.118], [4.097, 2.518, 3.486], [4.979, 0.987, 3.446], [2.505, 1.803, 4.979], [3.981, 1.208, 5.685], [1.855, -0.267, 5.355], [3.356, -1.070, 4.650], [1.172, 0.473, 3.129], [1.831, -0.977, 2.602], [3.145, 2.449, 1.112], [1.767, 2.612, 2.263], [1.668, 1.463, 0.967], [2.249, -0.491, -5.491], [3.622, -0.773, -4.783], [3.461, -1.618, -3.480], [2.958, -3.079, -3.697], [2.536, -3.844, -2.389], [1.993, -5.212, -2.769], [1.010, -5.673, -1.628], [0.990, -4.512, -0.693], [1.448, -3.255, -1.505], [3.871, -4.040, -1.552], [2.269, 0.057, -6.434], [1.644, 0.218, -4.926], [1.587, -1.355, -5.544], [4.036, 0.217, -4.592], [4.139, -1.365, -5.537], [2.787, -0.994, -2.894], [4.364, -1.585, -2.871], [3.746, -3.724, -4.084], [2.008, -3.150, -4.227], [2.845, -5.857, -2.981], [1.396, -4.987, -3.653], [1.224, -6.644, -1.182], [0.030, -5.758, -2.098], [1.607, -4.797, 0.160], [-0.013, -4.405, -0.281], [1.797, -2.392, -0.939], [0.678, -2.902, -2.191], [4.629, -4.503, -2.184], [3.617, -4.735, -0.752], [4.300, -3.097, -1.213]]
}